No. 1
Computed, not measured: C4H5GaLiO as an isolated structure at a distorted geometry, with the ωB97M-V functional and the def2-TZVPD basis.

Expectation value of S² ... 0.752
Multiplicity ... 2
Largest force on an atom ... 4.826 eV/A
Charge ... +2
LUMO level (spin up / spin down) ... -9.55 / -11.54 eV

Positions of all 12 atoms, in Å:
1 C 0.76694 -1.98783 1.03561
2 C 1.77175 -2.63825 0.74532
3 H 2.69388 -3.12165 0.46478
4 C 0.56783 1.05136 -0.39254
5 C -0.88215 1.27904 -0.48424
6 O -1.73836 0.52220 0.01096
7 Li -1.04471 -1.07393 1.10687
8 H 0.96384 1.78791 0.32789
9 H 0.64753 -0.06678 -0.39238
10 H 1.03201 1.35525 -1.34329
11 H -1.22329 2.21775 -0.95493
12 Ga -3.55526 0.67493 -0.12405

Force components x, y, z for each atom (eV/Å):
C -2.304 1.048 0.524
C 2.605 -1.250 -0.678
H -0.131 -0.136 0.138
C -1.141 -0.976 -1.647
C 1.218 1.839 -0.314
O 3.667 -0.995 0.452
Li 0.057 -0.262 0.386
H 0.212 -0.770 0.375
H 0.910 1.078 1.046
H -0.189 0.217 0.065
H -0.112 -0.249 0.024
Ga -4.790 0.456 -0.372

No. 2
Computed, not measured: C14H29AlBr2ClF4OSi2 as an isolated structure, with the ωB97M-V functional and the def2-TZVPD basis.

Multiplicity ... 1
Largest force on an atom ... 0.809 eV/A
Relative energy (zero: lowest compared OMol25 entry of this formula, charge and spin) ... 29.2 kJ/mol
Charge ... -1
LUMO level ... 2.17 eV

Positions of all 54 atoms, in Å:
1 C -0.50171 -3.32326 2.93399
2 C -0.56472 -2.00185 2.99889
3 Si 0.78641 -1.05522 2.13996
4 O 0.58349 -1.26976 0.52424
5 Si 1.50745 -0.48849 -0.63475
6 C 3.25715 -1.15369 -0.72588
7 C 4.13641 -0.08789 -1.42498
8 C 4.65012 0.97817 -0.48064
9 Cl 5.80122 0.30003 0.71931
10 C 0.61666 -0.67133 -2.25323
11 C -0.73005 0.08569 -2.20362
12 C -1.97902 -0.79677 -2.40469
13 C -3.14992 -0.44219 -1.48553
14 C -2.89435 -0.64719 0.00936
15 C -3.18078 -2.07168 0.49451
16 C 0.78108 0.79599 2.59798
17 Br 2.61054 1.19830 3.14305
18 C -0.28217 1.13308 3.66937
19 C -1.54359 1.65355 2.97616
20 Br 0.33936 2.53469 4.89401
21 H -1.35610 -3.95340 3.14988
22 H 0.41801 -3.82334 2.65276
23 H -1.42132 -1.55068 3.48808
24 H 2.07561 -1.65449 2.54286
25 H 1.57407 0.96163 -0.32255
26 H 3.69615 -1.38575 0.24425
27 H 3.23855 -2.03914 -1.36374
28 H 3.53034 0.42947 -2.17787
29 H 4.97693 -0.55519 -1.93776
30 H 5.19471 1.75695 -1.00681
31 H 3.84549 1.45165 0.07670
32 H 1.26750 -0.24866 -3.02042
33 H 0.48516 -1.74340 -2.42049
34 H -0.85618 0.65854 -1.28217
35 H -0.71054 0.81303 -3.00818
36 H -1.72777 -1.86066 -2.35439
37 H -2.33143 -0.62654 -3.42543
38 H -3.37449 0.61255 -1.66178
39 H -4.02559 -1.02662 -1.77717
40 H -1.87442 -0.36474 0.27568
41 H -3.54284 0.04332 0.55712
42 H -2.29897 -2.70387 0.37718
43 H -3.46051 -2.08428 1.54815
44 H -3.98042 -2.53098 -0.08911
45 H 0.61397 1.45306 1.75076
46 H -0.51287 0.27452 4.28943
47 H -2.10203 2.30772 3.64064
48 H -1.29544 2.22975 2.08730
49 H -2.19757 0.82481 2.69630
50 F -0.73070 5.59876 -3.50935
51 Al -0.81988 3.94429 -3.80690
52 F 0.52702 3.16431 -3.13693
53 F -0.85472 3.65523 -5.46688
54 F -2.21330 3.30195 -3.09666

Force components x, y, z for each atom (eV/Å):
C -0.050 -0.257 0.095
C 0.165 0.365 0.208
Si -0.051 -0.262 0.169
O 0.348 0.446 0.137
Si -0.207 -0.119 -0.488
C 0.117 0.518 -0.213
C -0.312 -0.077 0.161
C -0.015 0.148 -0.105
Cl 0.045 -0.021 0.089
C 0.097 0.175 0.673
C -0.230 -0.287 -0.414
C -0.059 0.054 -0.273
C 0.476 0.191 0.048
C -0.470 -0.018 0.155
C 0.353 -0.014 -0.185
C -0.154 -0.052 0.530
Br 0.376 -0.232 -0.306
C 0.189 0.549 -0.564
C -0.150 -0.186 0.222
Br -0.356 0.064 0.305
H 0.087 -0.115 0.373
H -0.075 -0.104 -0.413
H -0.326 0.031 -0.444
H -0.003 -0.001 -0.011
H -0.002 -0.028 0.174
H -0.047 -0.269 0.005
H 0.019 -0.220 0.229
H 0.178 0.068 -0.132
H 0.038 0.025 -0.046
H 0.025 -0.032 -0.066
H -0.001 -0.087 0.110
H -0.048 -0.173 -0.188
H -0.010 0.007 -0.261
H 0.167 0.064 0.030
H -0.064 0.313 0.151
H 0.002 -0.029 0.240
H 0.016 -0.171 -0.053
H -0.088 -0.002 -0.042
H -0.101 0.076 -0.019
H 0.049 -0.007 -0.049
H -0.034 -0.009 -0.004
H 0.001 -0.051 0.024
H 0.008 -0.077 0.035
H -0.134 0.053 0.086
H 0.077 -0.083 -0.141
H 0.146 0.097 0.267
H -0.091 -0.094 0.055
H 0.008 0.000 -0.048
H 0.063 -0.024 -0.164
F 0.012 0.139 0.040
Al 0.017 -0.018 0.025
F 0.092 -0.111 0.056
F 0.001 -0.047 -0.148
F -0.094 -0.108 0.082

No. 3
Computed, not measured: one molecule with the formula C5H4Cl2INO2 at a distorted geometry, with the ωB97M-V functional and the def2-TZVPD basis.

Expectation value of S² ... 2.012
Multiplicity ... 3
Largest force on an atom ... 4.757 eV/A
Relative energy (zero: lowest compared OMol25 entry of this formula, charge and spin) ... 0.0 kJ/mol
LUMO level (spin up / spin down) ... 0.10 / -3.77 eV

Positions of all 15 atoms, in Å:
1 C 0.90426 0.26159 -0.72836
2 C -1.03511 -0.16450 1.26244
3 C -0.46275 -0.08117 -1.21956
4 C -1.43708 0.28233 -0.13757
5 C 1.16092 -0.18459 0.64624
6 N 0.15087 -0.36885 1.70004
7 O 1.80722 0.77355 -1.33518
8 O 2.26859 0.22134 1.13106
9 Cl -2.52877 -0.18935 2.28136
10 Cl -1.52064 2.00021 0.09157
11 I 1.51734 -2.56528 0.05946
12 H -0.66553 0.61997 -2.00438
13 H -0.67633 -1.01893 -1.68603
14 H -2.28809 -0.20514 -0.45036
15 H 2.80511 0.61883 0.38927

Force components x, y, z for each atom (eV/Å):
C -1.113 -1.714 1.633
C -0.545 -0.571 0.196
C 0.392 1.898 -0.368
C 2.051 -0.931 1.173
C -3.801 2.795 0.609
N -0.191 0.097 -2.128
O 1.265 0.750 -1.156
O 3.361 0.850 0.950
Cl 1.596 -0.321 -0.268
Cl -0.529 1.395 -0.393
I 0.478 -2.986 -0.243
H -0.104 0.491 -0.716
H 0.381 -1.044 0.271
H -2.659 -0.274 -0.042
H -0.582 -0.435 0.480

No. 4
Computed, not measured: a 2-piece molecular cluster, CH7N3S overall at a distorted geometry, with the ωB97M-V functional and the def2-TZVPD basis.

Multiplicity ... 1
Largest force on an atom ... 3.086 eV/A
Relative energy (zero: lowest compared OMol25 entry of this formula, charge and spin) ... 489.0 kJ/mol
LUMO level (spin up / spin down) ... -0.50 / 0.09 eV

Positions of all 12 atoms, in Å:
1 C 1.78859 0.66941 0.26233
2 N -0.70103 -1.83717 0.50221
3 N -1.93214 0.02012 -0.89725
4 N -1.86018 0.40198 0.43985
5 S -0.57413 -0.54393 1.35719
6 H 2.21435 0.05647 -0.46924
7 H 2.37934 0.77873 1.16064
8 H 1.21061 1.48965 -0.11616
9 H -0.81106 -2.65664 1.13263
10 H -1.89285 -1.10360 -0.88031
11 H -1.02302 0.26537 -1.37924
12 H -1.83025 1.47068 0.52558

Force components x, y, z for each atom (eV/Å):
C -0.485 0.528 0.907
N -0.045 -1.311 0.902
N 1.093 -2.263 -0.858
N 0.664 1.240 0.822
S -0.689 1.154 -0.958
H 0.343 -1.126 -0.954
H -0.266 0.161 0.124
H -0.140 0.364 0.158
H 0.384 0.600 -0.586
H -0.192 3.078 0.105
H -1.071 -0.243 0.451
H 0.403 -2.183 -0.113

No. 5
Computed, not measured: C30H28BMoN6Se3Te as an isolated structure, with the ωB97M-V functional and the def2-TZVPD basis.

Multiplicity ... 1
Largest force on an atom ... 0.956 eV/A
Charge ... +3
LUMO level (spin up / spin down) ... -11.20 / -11.30 eV

Positions of all 70 atoms, in Å:
1 Mo 0.71455 -0.06157 0.00569
2 C 3.89736 -1.21744 4.21022
3 C 2.61441 -1.30971 3.44971
4 C 1.44713 -2.01663 3.76891
5 C 0.53902 -1.76260 2.77117
6 N 1.12622 -0.93062 1.85543
7 N 2.42117 -0.67341 2.29507
8 B 3.34250 0.08256 1.23930
9 N 2.69881 -0.60611 -0.00214
10 N 0.87213 -0.34717 -1.91050
11 C 0.83841 -1.75905 -1.87944
12 C 1.70223 -2.43465 -1.06092
13 C 2.86990 -1.80615 -0.40864
14 C 4.10405 -2.61023 -0.18657
15 C -0.12771 -2.47089 -2.77037
16 C -1.46962 -2.56395 -2.40842
17 C -2.35980 -3.21038 -3.25382
18 C -1.91171 -3.74455 -4.45815
19 C -0.57180 -3.64631 -4.81654
20 C 0.32966 -3.01308 -3.96974
21 N 2.80520 1.54346 1.14557
22 N 1.45186 1.61309 0.86852
23 C 1.05946 2.90294 1.09893
24 C 2.14935 3.62313 1.51086
25 C 3.24117 2.72936 1.53917
26 C 4.66402 2.97972 1.93244
27 C -0.33274 3.33024 0.92796
28 C -1.38687 2.58829 1.47914
29 C -2.71793 3.00344 1.29765
30 C -2.98656 4.14181 0.55963
31 C -1.93060 4.88029 0.01579
32 C -0.60583 4.47389 0.21036
33 C -0.81774 -2.28664 2.57819
34 C -1.15341 -3.55175 3.04154
35 C -2.42604 -4.06048 2.81251
36 C -3.37419 -3.30716 2.12587
37 C -3.05862 -2.02728 1.68846
38 C -1.78596 -1.52691 1.92804
39 H 3.95635 -2.02240 4.93704
40 H 3.94839 -0.27048 4.75621
41 H 4.76460 -1.26771 3.54895
42 H 1.28477 -2.61036 4.66016
43 H 4.52148 -0.00235 1.45102
44 H 1.63922 -3.51500 -1.08046
45 H 4.33095 -3.21649 -1.06476
46 H 3.92807 -3.30431 0.64434
47 H 4.95425 -1.97900 0.05496
48 H -1.81060 -2.17402 -1.46137
49 H -3.40392 -3.30352 -2.97159
50 H -2.60939 -4.25177 -5.11641
51 H -0.22331 -4.07421 -5.75147
52 H 1.38501 -2.95389 -4.24053
53 H 2.16592 4.67283 1.78625
54 H 4.87167 4.04670 1.91322
55 H 5.35787 2.46778 1.26449
56 H 4.85352 2.62077 2.94919
57 H -1.16957 1.73129 2.10390
58 H -3.52793 2.43966 1.75148
59 H -4.00918 4.47904 0.42930
60 H -2.13722 5.78940 -0.54300
61 H 0.20812 5.05986 -0.20465
62 H -0.41316 -4.15780 3.55802
63 H -2.67917 -5.05417 3.16970
64 H -4.36923 -3.70847 1.95869
65 H -3.81391 -1.41267 1.20422
66 H -1.57814 -0.49414 1.73423
67 Se 0.81776 0.51628 -3.53506
68 Se 0.76195 2.67505 -2.73589
69 Te -1.70425 2.63107 -2.17539
70 Se -1.60991 0.94676 -0.42418

Force components x, y, z for each atom (eV/Å):
Mo 0.845 0.123 0.143
C -0.131 0.079 -0.064
C 0.345 -0.070 0.141
C 0.145 -0.087 0.563
C 0.018 0.038 -0.395
N -0.167 -0.045 -0.110
N -0.308 0.133 -0.133
B -0.129 -0.321 0.005
N 0.302 0.279 0.352
N -0.043 -0.672 0.442
C -0.109 0.043 -0.363
C 0.422 0.357 -0.210
C -0.145 -0.385 -0.147
C -0.071 -0.120 -0.077
C 0.218 0.269 0.051
C 0.031 -0.057 -0.273
C -0.040 0.005 -0.016
C 0.011 -0.026 -0.036
C -0.028 -0.037 -0.052
C 0.134 -0.047 -0.050
N -0.602 -0.213 0.056
N 0.100 0.157 -0.414
C 0.259 -0.586 0.181
C 0.239 0.568 0.057
C 0.373 0.262 0.120
C -0.205 -0.039 0.072
C 0.549 0.518 0.113
C -0.106 -0.505 -0.228
C -0.458 0.539 0.136
C -0.191 -0.073 0.311
C -0.351 -0.047 -0.150
C 0.337 0.009 0.122
C 0.146 0.174 0.001
C 0.013 -0.361 0.010
C -0.017 -0.030 -0.002
C -0.067 -0.117 0.020
C 0.058 0.057 0.010
C -0.291 -0.311 0.133
H 0.012 -0.024 0.015
H -0.035 -0.077 -0.043
H -0.101 -0.013 0.024
H 0.056 0.108 -0.183
H -0.366 0.039 -0.037
H -0.067 -0.053 0.127
H 0.020 0.014 0.037
H 0.002 0.042 -0.043
H -0.003 0.026 0.013
H -0.054 0.093 0.220
H 0.137 -0.008 -0.040
H 0.079 0.065 0.074
H -0.058 0.060 0.127
H -0.229 -0.012 0.072
H 0.055 -0.273 -0.045
H 0.004 -0.006 -0.008
H -0.094 0.032 0.013
H -0.069 0.034 -0.094
H 0.022 0.166 0.338
H 0.112 0.053 -0.044
H 0.091 -0.035 -0.010
H 0.012 -0.081 0.085
H -0.059 -0.027 0.027
H -0.120 0.083 -0.081
H 0.032 0.150 -0.044
H 0.146 0.042 0.026
H 0.113 -0.091 0.077
H 0.129 0.502 -0.118
Se -0.165 -0.071 -0.245
Se -0.008 0.003 0.058
Te 0.098 -0.585 -0.219
Se -0.779 0.382 -0.401

No. 6
Computed, not measured: C18H19IN2SeSn as an isolated structure at a distorted geometry, with the ωB97M-V functional and the def2-TZVPD basis.

Multiplicity ... 1
Largest force on an atom ... 3.125 eV/A
Charge ... +2
LUMO level (spin up / spin down) ... -9.10 / -9.10 eV

Positions of all 42 atoms, in Å:
1 C -0.34157 -3.58351 2.54532
2 C -0.46195 -2.54117 3.58648
3 H -0.78781 -4.55967 2.84135
4 H 0.68188 -3.40759 2.15422
5 H -0.97089 -3.29879 1.70216
6 H -0.52746 -1.68142 2.88374
7 H -1.33442 -2.44324 4.19138
8 H 0.42000 -2.30749 4.23557
9 C -0.89250 -0.66561 -3.25462
10 C -1.27339 -0.69092 -4.59988
11 C -1.64665 0.52432 -5.16605
12 C -1.67859 1.66211 -4.34501
13 H -0.66491 -1.58429 -2.69770
14 H -1.27900 -1.64009 -5.15153
15 H -1.91337 0.52376 -6.22346
16 H -2.05090 2.56565 -4.79188
17 N -0.82157 0.48364 -2.51627
18 C -1.30220 1.68069 -2.99187
19 C -1.44907 2.77299 -1.99279
20 N -1.10345 2.46048 -0.70756
21 C -1.33748 3.26886 0.37081
22 C -2.09711 4.97171 -1.07704
23 C -1.81527 4.57473 0.23279
24 H -1.11723 2.78695 1.33066
25 H -1.94092 5.22682 1.11675
26 C -1.95231 4.07718 -2.15404
27 H -2.23028 4.41519 -3.13612
28 H -2.43073 5.99796 -1.20613
29 Sn -0.37638 0.45395 -0.40570
30 I -3.09332 -0.48964 0.02368
31 Se 2.30949 0.54918 -0.17089
32 C 2.70492 -0.74563 1.17432
33 C 2.73312 -0.40416 2.54395
34 C 3.27855 -1.28078 3.49381
35 C 3.72102 -2.55597 3.09429
36 C 3.58012 -2.95791 1.74998
37 C 3.01964 -2.07653 0.81620
38 H 2.36997 0.57425 2.85663
39 H 3.31396 -0.99965 4.55274
40 H 4.03573 -3.28321 3.85304
41 H 3.83634 -3.98114 1.45646
42 H 2.88595 -2.39199 -0.21780

Force components x, y, z for each atom (eV/Å):
C -0.467 -0.956 -0.568
C 0.809 3.017 -0.106
H 1.487 0.155 -0.242
H -0.328 -1.519 0.180
H -0.255 0.052 -0.120
H 0.122 0.611 0.957
H -0.770 -0.547 0.386
H -0.595 -0.747 -0.547
C 0.181 0.542 0.337
C 0.168 0.074 0.749
C 0.399 -0.454 0.662
C -0.268 0.816 0.140
H 0.126 0.399 -0.411
H -0.023 0.539 0.301
H -0.072 0.462 0.355
H -0.067 0.340 -0.035
N -0.762 -0.216 -0.557
C 0.291 -1.841 -1.279
C -0.098 1.551 1.536
N -0.399 0.064 0.328
C 0.266 -0.279 -0.743
C 0.234 -0.339 0.408
C 0.281 -0.823 -0.085
H -0.030 0.517 -0.267
H 0.024 -0.489 -0.741
C 0.134 -0.347 -0.291
H -0.067 0.074 -0.240
H -0.065 -0.256 -0.435
Sn -0.915 -0.571 0.170
I 1.811 0.364 0.061
Se -1.152 -0.729 0.675
C -0.227 -0.812 0.686
C 0.581 0.301 0.116
C -0.309 -0.195 -0.458
C -0.652 0.086 -0.264
C -0.492 0.332 0.266
C 0.705 0.106 -0.214
H 0.202 -0.174 -0.026
H -0.028 -0.048 -0.536
H 0.155 0.431 -0.419
H -0.077 0.486 0.061
H 0.142 0.022 0.210

largest force on an atom of number 6 (C18H19IN2SeSn)? 3.125 eV/A